The following is a quantum chemistry calculation of the molecule C10H12NPS at a distorted geometry, from OMol25.

Positions of all 25 atoms, in Å:
C: 3.0526 1.6581 -0.8877
C: 3.1242 1.5242 0.5100
C: 1.8781 1.4465 -1.6012
C: 1.9311 1.2749 1.1727
C: 0.6796 1.2814 -0.9352
C: 0.7234 1.0731 0.4538
C: -0.3831 0.6306 1.3122
C: -1.2956 -0.8303 0.8333
C: -1.9151 -3.0435 -0.2255
C: -1.1950 -1.7058 -0.4166
N: -1.7073 0.5257 0.9183
P: -2.6600 1.6559 0.1020
S: -4.2080 0.7168 -0.6318
H: 3.9917 1.8426 -1.2826
H: 4.0755 1.7273 1.0655
H: 1.9052 1.5671 -2.7437
H: 1.9016 1.1299 2.2739
H: -0.0814 1.2377 -1.6432
H: -0.2406 0.7868 2.4132
H: -1.6275 -1.3086 1.7601
H: -2.9914 -2.8777 -0.3027
H: -1.7042 -3.5137 0.7453
H: -1.5054 -3.7160 -0.9108
H: -1.7092 -1.2749 -1.2879
H: -0.0392 -1.8080 -0.6914

Calculated values
⟨S²⟩: 2.0093
2S+1: 3
F_max: 2.45 eV Å⁻¹
E_tot: -32174.44276 eV
Net charge: 0

The following is a quantum chemistry calculation of a cluster of 2 separate species, C10H12NS in total at a distorted geometry, from OMol25.

Positions of all 24 atoms, in Å:
C: -1.0205 -3.5296 0.6254
C: -1.3420 -3.3972 -0.7650
C: -0.4845 -2.4826 1.2900
C: -1.0234 -2.2371 -1.4746
C: 0.5625 -0.3135 1.2556
C: -0.1884 -0.0305 -1.5374
C: -0.1425 -1.3264 0.5521
C: -0.4881 -1.1421 -0.8182
C: 0.8943 0.9311 0.8094
C: 1.5516 1.9806 1.6353
N: -0.0693 4.2368 -1.3418
S: 0.7156 1.5024 -0.8265
H: -1.2285 -4.4864 1.2266
H: -1.5831 -4.2162 -1.2931
H: -0.1557 -2.6048 2.2649
H: -1.2960 -2.1310 -2.4398
H: 0.8641 -0.5813 2.3401
H: -0.3313 0.1408 -2.5483
H: 2.3140 1.2752 2.0936
H: 0.8698 2.2048 2.4710
H: 2.0046 2.7366 0.9722
H: 0.0718 4.1463 -2.2969
H: 0.5450 4.8479 -0.9786
H: -1.0402 4.4765 -1.2160

Calculated values
Energy relative to the best compared isomer or geometry (same formula, charge and spin): 1.9281 eV
F_max: 5.64 eV Å⁻¹
E_tot: -22881.45274 eV
Net charge: +1

The following is a quantum chemistry calculation of the molecule C10H12O3 at a distorted geometry, from OMol25.

Positions of all 25 atoms, in Å:
C: 3.6741 -0.0974 0.2057
C: 2.2104 0.2802 0.7360
O: 1.2906 0.0267 -0.3525
C: 0.1062 0.5290 -0.2893
C: -0.0374 1.9274 -0.2023
C: -1.2629 2.5153 -0.1031
C: -2.3668 1.6485 0.0892
C: -2.2166 0.2715 0.1223
O: -3.3130 -0.4323 0.4161
C: -1.0093 -0.3531 -0.1548
C: -0.9541 -1.7340 0.1450
C: -0.7578 -2.5889 -1.0268
O: -1.0322 -2.0133 1.2962
H: 4.0394 0.6538 -0.5340
H: 4.2639 -0.5088 1.0202
H: 3.3891 -0.9981 -0.4243
H: 1.9438 -0.4337 1.5619
H: 2.2547 1.3684 1.0844
H: 0.8573 2.4824 -0.2082
H: -1.5882 3.5821 -0.1946
H: -3.3439 2.2149 0.0483
H: -4.0932 0.0265 0.7889
H: -1.2597 -3.4981 -0.9716
H: 0.3169 -2.7239 -1.1196
H: -1.1114 -2.1451 -1.9329

Calculated values
Energy relative to the best compared isomer or geometry (same formula, charge and spin): 2.8178 eV
SMILES: CCOc1cccc(O)c1C(C)=O
F_max: 4.59 eV Å⁻¹
E_tot: -16704.86442 eV
Net charge: 0

The following is a quantum chemistry calculation of the molecule C10H12OS at a distorted geometry, from OMol25.

Positions of all 24 atoms, in Å:
C: 0.7191 2.7405 0.0774
C: 0.7236 1.4114 -0.0576
C: 1.7108 0.3271 -0.0634
C: 3.2375 0.5190 0.1729
C: 1.0236 -0.8293 -0.2216
C: 1.5098 -2.2638 -0.3076
O: -0.3239 -0.7221 -0.0545
C: -0.5605 0.6282 -0.0824
C: -1.8292 1.0833 -0.1567
C: -3.3152 0.1076 -0.2608
C: -3.2673 -1.2473 0.3301
S: -4.5461 0.6633 -1.0605
H: -0.3239 3.1679 0.0882
H: 1.5611 3.2784 0.3479
H: 3.6308 0.9948 -0.7324
H: 3.7254 -0.3774 0.3411
H: 3.3341 1.1438 0.9981
H: 1.7488 -2.5896 -1.3403
H: 0.7465 -2.9489 0.0220
H: 2.2964 -2.4329 0.4096
H: -2.0697 2.0729 -0.0455
H: -2.4662 -1.9070 -0.1592
H: -2.9494 -1.1909 1.4726
H: -4.3162 -1.6290 0.2825

Calculated values
Energy relative to the best compared isomer or geometry (same formula, charge and spin): 3.0044 eV
SMILES: C=c1c(C)c(C)o/c1=C\C(C)=S
F_max: 5.19 eV Å⁻¹
E_tot: -23443.85862 eV
Net charge: 0

The following is a quantum chemistry calculation of a cluster of 2 separate species, C10H12OSi in total at a distorted geometry, from OMol25.

Positions of all 24 atoms, in Å:
C: 2.4958 -1.9429 -1.4661
C: 1.7010 -1.5640 -0.6373
C: -1.9463 1.7923 -1.7483
C: -0.6450 2.1195 -1.3616
C: -2.3505 0.4636 -1.5154
C: 0.1941 1.1288 -0.8574
C: -1.5467 -0.4916 -0.9321
C: -0.3047 -0.1045 -0.4964
C: 0.1211 -2.0326 1.2293
C: 0.5881 -1.0606 0.1974
O: 1.6464 0.0828 1.3288
Si: 1.0124 1.0482 2.4446
H: 3.3608 -2.1203 -2.1288
H: -2.6882 2.4844 -2.1830
H: -0.3790 3.1473 -1.6301
H: -3.4383 0.2480 -1.5286
H: 1.1516 1.3507 -0.4019
H: -1.7335 -1.5643 -0.8724
H: -0.5921 -1.5985 2.0067
H: 0.9849 -2.4368 1.7222
H: -0.1865 -2.9404 0.7742
H: 1.8992 2.1612 2.6535
H: 0.7747 0.0527 3.4950
H: -0.1194 1.7771 1.9075

Calculated values
Energy relative to the best compared isomer or geometry (same formula, charge and spin): 3.2146 eV
F_max: 3.86 eV Å⁻¹
E_tot: -20485.62828 eV
Net charge: 0

The following is a quantum chemistry calculation of the molecule C10H12Se at a distorted geometry, from OMol25.

Positions of all 23 atoms, in Å:
C: -2.4739 0.6283 -0.4891
C: -1.2692 -0.2739 -0.1409
C: -1.6270 -1.7035 -0.7229
C: -0.6571 -0.4307 1.2043
C: 0.1918 0.0973 -0.0920
C: 1.2764 -0.8338 -0.1224
C: 2.5550 -0.5545 0.1808
C: 2.8440 0.7612 0.6574
C: 1.9694 1.7646 0.4046
C: 0.7022 1.5355 -0.2646
Se: 0.1259 2.8931 -1.3446
H: -2.7151 1.2552 0.3475
H: -3.3150 0.1008 -0.7827
H: -2.1589 1.2428 -1.2044
H: -1.2970 -2.4891 -0.0266
H: -1.0824 -1.9367 -1.7343
H: -2.5824 -1.7941 -0.9800
H: -0.7580 0.3864 1.8264
H: -0.2363 -1.3655 1.4540
H: 1.1958 -1.8794 -0.2345
H: 3.4407 -1.2320 0.2529
H: 3.8443 0.9542 1.1804
H: 2.0267 2.8739 0.6307

Calculated values
Energy relative to the best compared isomer or geometry (same formula, charge and spin): 2.1426 eV
SMILES: CC1(C)C[C@@]12C=CC=CC2=[Se]
F_max: 6.08 eV Å⁻¹
E_tot: -75906.55213 eV
Net charge: 0